# 1
Molecular formula: C6H10N2
Method: DFT, the ωB97M-V functional and the def2-TZVPD basis

Properties
- energy above the lowest of the compared OMol25 structures with the same formula, charge and spin (kcal/mol) = 87.9
- lowest unoccupied orbital energy (eV) = 0.5285
- HOMO-LUMO gap (Eh) = 0.269

The geometry in ORCA input format:
```
! RIJCOSX wB97M-V def2-TZVPD def2/J DEFGRID3
* xyz 0 1
C -0.687 2.419 -1.280
C 0.949 -0.377 0.751
C -0.336 0.998 -0.902
N -0.868 -0.030 -1.532
C 0.438 0.822 0.277
C -0.721 -2.515 1.207
C 2.096 -0.848 1.210
N -0.207 -1.688 0.413
H -1.416 0.247 -2.340
H -0.734 -1.275 -0.550
H 0.570 1.676 0.931
H -1.235 2.909 -0.469
H -1.294 2.458 -2.187
H 0.224 2.999 -1.450
H -0.293 -2.696 2.195
H -1.675 -3.002 0.997
H 2.984 -0.232 1.166
H 2.207 -1.864 1.562
*
```

=====

# 2
Molecular formula: C3H4O3
Method: DFT, the ωB97M-V functional and the def2-TZVPD basis

Properties
- energy above the lowest of the compared OMol25 structures with the same formula, charge and spin (kcal/mol) = 87.6
- lowest unoccupied orbital energy (eV) = 0.5173
- HOMO-LUMO gap (Eh) = 0.388
- structure (SMILES) = O[C@@H]1O[C@]12CO2

The geometry in ORCA input format:
```
! RIJCOSX wB97M-V def2-TZVPD def2/J DEFGRID3
* xyz 0 1
O 1.860 -0.126 -0.648
C 0.553 0.107 -0.876
C -0.929 -0.233 1.298
O -1.713 0.013 0.102
C -0.385 0.409 0.141
O 0.091 1.564 -0.370
H 2.278 -0.406 -1.473
H 0.133 -0.373 -1.770
H -1.227 0.328 2.172
H -0.660 -1.282 1.423
*
```

=====

# 3
Molecular formula: C20H30B4CaF16O15
Method: DFT, the ωB97M-V functional and the def2-TZVPD basis

Properties
- lowest unoccupied orbital energy (eV) = 3.0350
- HOMO-LUMO gap (Eh) = 0.340

The geometry in ORCA input format:
```
! RIJCOSX wB97M-V def2-TZVPD def2/J DEFGRID3
* xyz -2 1
Ca 2.873 0.985 -0.622
B 5.189 -0.548 -0.418
F 4.811 0.513 0.404
F 4.045 -0.905 -1.153
F 6.069 0.037 -1.359
F 5.728 -1.631 0.248
B 0.707 -0.275 -0.349
F 1.237 -0.742 -1.518
F 0.593 1.112 -0.498
F -0.510 -0.891 -0.010
F 1.687 -0.581 0.613
B 2.105 4.569 -0.868
F 3.038 5.407 -1.494
F 2.280 3.232 -1.248
F 2.306 4.706 0.544
F 0.806 4.966 -1.168
B 2.645 2.268 2.762
F 1.433 3.007 2.827
F 2.485 1.144 3.611
F 2.859 1.801 1.442
F 3.713 3.029 3.204
C -3.145 0.477 -3.295
C -1.910 1.194 -2.738
C -1.045 1.883 -3.771
O -1.120 3.267 -3.435
C -1.800 3.433 -2.301
O -1.976 4.484 -1.774
O -2.333 2.264 -1.890
H -2.820 -0.208 -4.082
H -3.803 1.196 -3.788
H -3.677 -0.010 -2.481
H -1.366 0.450 -2.156
H -1.324 1.788 -4.819
H -0.031 1.523 -3.575
C -0.892 1.111 2.619
C -1.658 2.411 2.543
C -2.526 2.615 1.321
O -3.826 2.889 1.817
C -3.828 2.783 3.191
O -4.829 2.931 3.827
O -2.659 2.343 3.626
H -1.559 0.257 2.486
H -0.395 1.001 3.581
H -0.115 1.073 1.858
H -1.133 3.326 2.815
H -2.543 1.671 0.765
H -2.029 3.339 0.675
C 0.813 -2.120 3.431
C 1.776 -1.540 4.441
C 1.063 -0.940 5.706
O 1.792 -1.492 6.783
C 2.550 -2.504 6.377
O 3.129 -3.280 7.082
O 2.571 -2.574 5.036
H 0.325 -1.361 2.814
H 0.186 -2.917 3.827
H 1.354 -2.561 2.583
H 2.452 -0.804 4.014
H -0.020 -1.078 5.703
H 1.154 0.145 5.615
C 0.816 -0.987 -6.550
C 0.971 -0.978 -5.024
C 2.004 -2.014 -4.527
O 3.015 -1.226 -3.863
C 2.578 0.020 -3.807
O 3.000 0.886 -3.081
O 1.605 0.260 -4.684
H 1.761 -1.084 -7.089
H 0.485 0.004 -6.868
H 0.142 -1.772 -6.886
H -0.004 -1.088 -4.553
H 2.445 -2.592 -5.340
H 1.673 -2.776 -3.822
C -1.887 -4.422 0.849
C -3.083 -3.519 1.051
C -3.071 -2.263 0.154
O -4.456 -2.130 -0.202
C -5.115 -3.284 0.077
O -6.255 -3.480 -0.210
O -4.276 -4.168 0.593
H -2.054 -5.294 1.484
H -0.925 -3.976 1.094
H -1.859 -4.723 -0.198
H -3.271 -3.208 2.080
H -2.448 -2.475 -0.716
H -2.697 -1.382 0.663
*
```

=====

no.,E_tot (Eh)
1,-343.9967
2,-342.3163
3,-4284.9326